# 1
90
Properties=species:S:1:pos:R:3 method="wB97M-V/def2-TZVPD" multiplicity=2 e_lumo_ev="-3.71 / -7.66" total_charge=+1 s2=0.763 total_energy_ev=-57759.8988
C -8.9585 -23.5641 -13.0285
C -9.2749 -24.1708 -11.7254
O -8.2152 -23.6312 -10.9353
C -7.1146 -23.4688 -11.6755
O -5.9598 -23.2777 -11.2460
O -7.5433 -23.4397 -12.9817
F -9.0726 -25.5019 -11.9874
H -9.5862 -22.6829 -13.1603
H -9.1882 -24.1539 -13.9159
H -10.2546 -23.9342 -11.3102
N -2.9365 -22.3017 -12.5213
C -3.9299 -21.4044 -12.8972
C -3.4706 -20.7246 -13.9652
C -2.1723 -21.0452 -14.1449
C -1.7664 -22.0553 -13.3015
H -3.0208 -23.0187 -11.8150
H -4.9681 -21.3808 -12.6005
H -4.0734 -20.0654 -14.5722
H -1.4744 -20.6245 -14.8536
H -0.9323 -22.7384 -13.2379
N -14.3633 -26.0995 -11.3978
C -15.2058 -26.8719 -10.6869
C -14.7241 -26.8717 -9.4342
C -13.7035 -25.9924 -9.2917
C -13.5641 -25.4166 -10.4996
H -14.4081 -25.7543 -12.3459
H -16.0819 -27.2344 -11.2041
H -15.2242 -27.4165 -8.6470
H -13.1112 -25.7836 -8.4131
H -12.7980 -24.6937 -10.7382
N -11.4614 -24.9702 -14.5313
C -12.0816 -24.7080 -13.3456
C -12.5582 -23.4186 -13.3418
C -12.4164 -22.9501 -14.6028
C -11.7694 -23.9364 -15.3588
H -11.0331 -25.8495 -14.7831
H -11.8843 -25.2681 -12.4435
H -13.0200 -22.9393 -12.4913
H -12.7428 -21.9473 -14.8357
H -11.3713 -23.9364 -16.3628
N -11.7748 -19.3638 -12.8536
C -12.3930 -18.1342 -12.9904
C -12.2481 -17.6398 -14.3326
C -11.3691 -18.5809 -14.9456
C -11.2602 -19.6853 -14.0260
H -11.8381 -19.9460 -12.0307
H -12.9775 -17.7218 -12.1813
H -12.6821 -16.7582 -14.7807
H -11.1839 -18.6022 -16.0094
H -10.7637 -20.6427 -14.0819
N -10.3723 -27.5601 -16.0718
C -9.5801 -26.5424 -16.5972
C -8.5508 -26.3403 -15.7047
C -8.5752 -27.3225 -14.7939
C -9.7774 -28.0123 -14.8267
H -11.1345 -28.0667 -16.4988
H -9.9775 -26.0347 -17.4636
H -7.7584 -25.6065 -15.7173
H -7.7000 -27.4296 -14.1702
H -10.2532 -28.6778 -14.1217
N -4.3227 -26.4654 -9.3063
C -4.4208 -26.6227 -7.9904
C -5.7559 -26.5556 -7.6393
C -6.5056 -26.2722 -8.8104
C -5.6071 -26.2135 -9.7880
H -3.4680 -26.3872 -9.8386
H -3.4849 -26.7585 -7.4689
H -6.1317 -26.6776 -6.6342
H -7.5778 -26.1695 -8.8888
H -5.8761 -26.0582 -10.8224
N -7.5636 -22.8381 -5.6711
C -7.8373 -23.8862 -6.5256
C -8.8382 -23.4337 -7.4208
C -9.2046 -22.1305 -7.0560
C -8.4000 -21.7730 -5.9384
H -6.8202 -22.8520 -4.9876
H -7.2537 -24.7891 -6.4223
H -9.1087 -24.0835 -8.2399
H -9.8891 -21.4496 -7.5401
H -8.2064 -20.8849 -5.3551
N -3.9571 -22.6752 -8.8204
C -2.6738 -22.3345 -8.7638
C -2.2786 -21.9686 -7.4738
C -3.4699 -22.0865 -6.7387
C -4.4530 -22.4792 -7.6190
H -4.4951 -23.0987 -9.5629
H -2.1277 -22.4639 -9.6865
H -1.2882 -21.6284 -7.2096
H -3.6963 -21.9282 -5.6946
H -5.4854 -22.7626 -7.4770

---

# 2
89
Properties=species:S:1:pos:R:3 method="wB97M-V/def2-TZVPD" multiplicity=6 e_above_lowest_kcal_mol=23.8 e_lumo_ev="0.31 / 0.20" s2=8.759 total_energy_ev=-99188.3584
Mn -0.0764 -0.5337 -0.2159
N 0.1195 -0.2761 2.1734
C 1.3991 -0.3243 2.8438
C 1.4678 -0.5262 4.2235
C 2.6909 -0.6142 4.8601
C 3.8697 -0.4971 4.1278
C 3.8038 -0.2993 2.7601
C 2.5739 -0.2114 2.1025
P 2.4934 -0.0408 0.2720
C 3.6308 -1.4066 -0.2205
C 4.9249 -1.2293 -0.7120
C 5.7160 -2.3340 -1.0286
C 5.2233 -3.6208 -0.8578
C 3.9403 -3.8070 -0.3515
C 3.1522 -2.7078 -0.0338
C 3.4570 1.5008 -0.0660
C 3.6301 2.4893 0.9006
C 4.2386 3.7039 0.5861
C 4.6841 3.9533 -0.7012
C 4.5198 2.9819 -1.6772
C 3.9065 1.7726 -1.3622
H -0.5567 -0.8886 2.5972
H -0.2846 0.6402 2.1778
H 0.5466 -0.6231 4.7909
H 2.7292 -0.7792 5.9316
H 4.8343 -0.5736 4.6227
H 4.7236 -0.2369 2.1792
H 5.3423 -0.2376 -0.8309
H 6.7219 -2.1805 -1.4085
H 5.8376 -4.4774 -1.1147
H 3.5398 -4.8035 -0.2098
H 2.1608 -2.8678 0.3548
H 3.2876 2.3214 1.9139
H 4.3622 4.4538 1.3573
H 5.1565 4.9005 -0.9447
H 4.8698 3.1592 -2.6875
H 3.8049 1.0270 -2.1381
C -0.9926 -1.1292 -3.2182
N -0.0172 -0.1955 -2.6208
C 1.3256 -0.5863 -3.0586
C -0.2820 1.1800 -3.0618
C 0.3832 2.2540 -2.2262
N -0.0896 2.3341 -0.8566
C -1.4702 2.8134 -0.7998
C 0.7534 3.2390 -0.0909
H -0.9812 -1.0400 -4.3115
H -1.9837 -0.9212 -2.8384
H -0.7286 -2.1523 -2.9436
H 1.4023 -0.5878 -4.1489
H 1.5645 -1.5828 -2.6866
H 2.0574 0.1162 -2.6668
H -1.3587 1.3191 -3.0921
H 0.0829 1.3070 -4.0879
H 0.2366 3.2131 -2.7401
H 1.4602 2.0796 -2.1896
H -1.5576 3.8058 -1.2705
H -1.7879 2.8853 0.2415
H -2.1498 2.1216 -1.2954
H 0.7707 4.2499 -0.5210
H 1.7745 2.8716 -0.0604
H 0.3717 3.3209 0.9312
C -9.4875 0.0521 -0.0661
C -8.3214 -0.1846 -1.0278
C -8.3601 0.9069 -2.1097
C -8.5173 -1.5585 -1.6907
C -6.9686 -0.1486 -0.3041
C -6.8699 0.0702 1.0667
C -5.6332 0.0931 1.7348
C -4.5075 -0.1043 0.9807
O -3.1861 -0.1275 1.3728
B -2.3735 -0.3626 0.2171
O -3.3043 -0.4904 -0.8810
C -4.5851 -0.3206 -0.3739
C -5.7830 -0.3515 -1.0412
H -10.4297 0.0243 -0.6255
H -9.4167 1.0309 0.4241
H -9.5364 -0.7213 0.7116
H -9.3200 0.8822 -2.6416
H -7.5624 0.7733 -2.8490
H -8.2406 1.8992 -1.6610
H -9.4995 -1.6095 -2.1793
H -8.4607 -2.3590 -0.9452
H -7.7529 -1.7537 -2.4505
H -7.7689 0.2255 1.6539
H -5.5765 0.2617 2.8079
H -5.7987 -0.5368 -2.1129
S 0.0016 -5.3203 -0.7200
C -0.0303 -3.7025 -0.5753
N -0.0312 -2.5337 -0.4755

---

# 3
90
Properties=species:S:1:pos:R:3 method="wB97M-V/def2-TZVPD" multiplicity=8 e_lumo_ev="-0.30 / -2.34" s2=16.054 total_energy_ev=-149126.1335
Gd 9.8242 11.4019 13.0398
C 13.9055 8.3421 17.8222
C 14.1095 9.8290 18.0705
C 15.6690 10.1111 18.0828
C 13.5258 10.1155 19.4510
C 13.3917 10.6067 16.9846
C 12.0157 10.7165 17.0122
C 11.4058 11.4755 16.0110
Se 9.4999 11.6021 16.0088
C 9.1563 9.7558 16.3167
C 8.9889 9.4423 17.6395
C 8.8449 8.1109 17.9016
C 8.8865 7.2135 16.8660
C 9.0497 7.5403 15.5105
C 9.1999 8.9227 15.2055
O 9.4693 9.3540 13.9942
C 9.0271 6.5479 14.3505
C 7.9903 7.0345 13.3464
C 10.5072 6.3148 13.8081
C 8.5151 5.1726 14.8198
C 8.6318 7.5524 19.3378
C 8.4130 8.6575 20.3012
C 7.3653 6.5942 19.3752
C 9.8736 6.7781 19.8416
C 12.0940 11.9827 14.9269
O 11.3703 12.5720 13.9598
C 13.4694 11.8694 14.8737
C 14.0928 11.2219 15.9566
C 14.3286 12.1682 13.6430
C 14.0857 13.6729 13.2454
C 13.9256 11.2104 12.5073
C 15.8280 11.8555 13.8103
H 14.3712 7.8742 18.6948
H 14.4955 7.9542 17.0287
H 12.8943 8.1041 17.7083
H 16.0149 9.7369 19.0135
H 15.7993 11.1884 18.0546
H 16.2218 9.6996 17.2372
H 14.2306 9.6415 20.1456
H 12.5023 9.7190 19.6279
H 13.5275 11.1994 19.6474
H 11.4267 10.2264 17.7343
H 9.0771 10.1582 18.4157
H 8.8528 6.1414 17.0889
H 8.1921 8.0527 13.0871
H 7.0438 6.8640 13.8611
H 7.8634 6.3505 12.5139
H 11.0022 7.2360 13.5531
H 10.5939 5.6626 12.9594
H 11.0687 5.8230 14.5930
H 7.5459 5.3130 15.2553
H 9.2195 4.6619 15.4368
H 8.4079 4.5330 13.9291
H 7.7223 9.3300 19.8300
H 9.3365 9.1882 20.4202
H 8.0447 8.3431 21.2886
H 6.5691 7.1213 18.8650
H 7.0880 6.4136 20.4567
H 7.4809 5.6122 18.8565
H 10.6975 7.4782 19.9506
H 10.1688 6.0067 19.1153
H 9.7381 6.2016 20.8030
H 15.1507 11.0965 15.9140
H 13.0372 13.8478 13.1079
H 14.6280 13.9494 12.3160
H 14.4737 14.1795 14.1266
H 12.9850 11.5288 12.1062
H 13.8443 10.1467 12.7498
H 14.6701 11.2652 11.7108
H 16.2796 12.4218 14.6615
H 16.4231 12.0892 12.9076
H 15.9278 10.7271 14.1117
I 11.6651 13.0331 9.5976
C 10.8303 11.1416 9.6410
C 10.4355 10.5748 8.4500
C 10.0010 9.2552 8.4546
C 9.9968 8.5237 9.6767
C 10.2206 9.2066 10.8311
N 10.6476 10.4931 10.7973
H 10.4614 11.1332 7.5685
H 9.8503 8.7725 7.4901
H 9.6610 7.4810 9.7442
H 10.1118 8.7225 11.8377
F 6.4144 14.7156 12.5237
C 6.4585 13.7424 11.6311
F 5.3566 12.9359 11.7896
F 6.5263 14.1562 10.3847
C 7.6656 12.8383 11.8934
O 8.2449 12.2095 11.0031
O 7.9615 12.7625 13.1233

---

# 4
91
Properties=species:S:1:pos:R:3 method="wB97M-V/def2-TZVPD" multiplicity=2 e_above_lowest_kcal_mol=39.1 e_lumo_ev="-9.65 / -9.97" total_charge=+3 s2=0.829 total_energy_ev=-56214.8977
Ir -0.1012 0.6802 0.8613
C 1.7385 3.3565 0.6732
N 1.8825 3.0325 -0.7388
C 1.5097 4.1191 -1.6602
C 2.0527 1.7835 -1.1822
N 1.7060 0.7104 -0.4161
C 2.2041 -0.5481 -0.6259
C 3.4476 -0.8459 -1.2374
C 3.7171 -2.1080 -1.6845
C 2.7299 -3.1189 -1.5671
C 1.6406 -2.8972 -0.7795
C 1.4458 -1.6404 -0.1568
N 0.5382 -1.4079 0.8362
C 0.1731 -2.3414 1.7575
N -0.9732 -2.2215 2.4367
C -2.1939 -1.6090 1.9061
C -1.0802 -2.6778 3.8306
N 0.9733 -3.3645 2.0992
C 0.4244 -4.6919 2.4189
C 2.4319 -3.2707 2.2026
N 2.5271 1.6537 -2.4292
C 2.0078 0.6746 -3.3900
C 3.5799 2.5369 -2.9493
H 1.8429 4.4316 0.7931
H 2.5025 2.8614 1.2677
H 0.7512 3.0672 1.0489
H 0.6156 4.6061 -1.2713
H 1.2828 3.7303 -2.6468
H 2.2964 4.8671 -1.7436
H 4.1662 -0.0497 -1.3844
H 4.6612 -2.3273 -2.1684
H 2.8646 -4.0709 -2.0678
H 0.9200 -3.6852 -0.5977
H -2.0195 -1.1411 0.9471
H -2.5638 -0.8553 2.6008
H -2.9680 -2.3691 1.7856
H -0.0962 -2.7557 4.2854
H -1.5948 -3.6349 3.9237
H -1.6603 -1.9391 4.3815
H -0.6181 -4.7555 2.1213
H 0.5181 -4.9315 3.4784
H 0.9890 -5.4353 1.8557
H 2.7649 -2.2412 2.0953
H 2.9289 -3.8808 1.4503
H 2.7315 -3.6322 3.1874
H 1.1850 0.1036 -2.9611
H 2.7876 -0.0123 -3.7179
H 1.6380 1.2100 -4.2661
H 4.0089 3.1346 -2.1513
H 3.2142 3.1952 -3.7383
H 4.3667 1.9144 -3.3775
N 1.7806 1.5569 4.5296
C 2.9043 0.9284 4.0303
C 2.5657 0.4879 2.7899
N 1.2585 0.8468 2.5374
C 0.8163 1.4812 3.5991
C -0.5398 1.9501 3.5656
N -1.2558 1.6379 2.5091
C -2.5052 2.2082 2.6772
C -2.5225 2.8660 3.8637
N -1.2657 2.6912 4.4125
H 1.7101 1.9670 5.4494
H 3.8264 0.8547 4.5876
H 3.1697 -0.0464 2.0698
H -3.2925 2.0951 1.9451
H -3.2956 3.4425 4.3504
H -0.9727 3.0680 5.3008
N -1.1815 0.4145 -0.7354
C -2.0649 0.1964 -1.6090
C -2.1345 -1.0855 -2.3630
C -2.6078 -1.1088 -3.6727
C -2.6533 -2.3054 -4.3731
C -2.2405 -3.4859 -3.7704
C -1.7647 -3.4674 -2.4646
C -1.7070 -2.2736 -1.7671
C -3.0399 1.2983 -1.8996
C -2.6109 2.6264 -1.8606
C -3.4993 3.6504 -2.1503
C -4.8228 3.3569 -2.4480
C -5.2651 2.0411 -2.4321
C -4.3795 1.0078 -2.1590
H -2.9135 -0.1946 -4.1643
H -3.0222 -2.3187 -5.3907
H -2.2861 -4.4203 -4.3167
H -1.4581 -4.3929 -1.9889
H -1.3523 -2.2555 -0.7429
H -1.5714 2.8420 -1.6327
H -3.1566 4.6787 -2.1530
H -5.5102 4.1557 -2.6947
H -6.3041 1.8119 -2.6407
H -4.7329 -0.0157 -2.1232

---

# 5
91
Properties=species:S:1:pos:R:3 method="wB97M-V/def2-TZVPD" e_above_lowest_kcal_mol=45.7 e_lumo_ev="-8.12 / -8.06" total_charge=+2 total_energy_ev=-59486.4757
Ru -0.9776 0.8813 1.4542
C 1.7293 -2.1415 1.1048
C 0.5563 -1.8468 0.2240
C 0.1623 -2.7422 -0.7641
C -0.7918 -2.0884 -1.5116
N -0.9736 -0.8722 -0.9944
N -0.1982 -0.6974 0.1074
B -1.8734 0.2798 -1.5641
N -1.0645 1.5953 -1.4220
C -0.8054 2.4953 -2.3827
C -0.1225 3.5477 -1.8188
C -0.0135 3.2378 -0.4629
C 0.6607 4.0397 0.5894
N -0.5967 2.0526 -0.2282
N -3.1111 0.4021 -0.6807
C -4.4178 0.3500 -0.9959
C -5.1245 0.8378 0.0685
C -4.1783 1.1956 1.0312
C -4.5982 1.9493 2.2564
N -2.9440 0.8832 0.5894
N -2.1016 -0.0104 -3.0314
C -1.1161 -0.1808 -3.9626
C -1.7153 -0.3731 -5.1720
C -3.1084 -0.3035 -4.9096
C -4.2409 -0.4438 -5.8725
N -3.3191 -0.0835 -3.6249
H 1.6572 -3.1685 1.4597
H 1.8601 -1.4847 1.9456
H 2.6329 -2.0803 0.4972
H 0.5615 -3.7304 -0.9237
H -1.3422 -2.4008 -2.3847
H -1.1192 2.3261 -3.3992
H 0.2415 4.4353 -2.3090
H 1.3394 4.7553 0.1295
H 1.2317 3.3925 1.2535
H -0.0656 4.6016 1.1737
H -4.7188 0.0199 -1.9725
H -6.1902 0.9739 0.1413
H -5.5549 2.4128 2.0273
H -3.9109 2.7515 2.5017
H -4.7694 1.3219 3.1299
H -0.0725 -0.1309 -3.6950
H -1.2347 -0.5345 -6.1234
H -3.8687 -0.6211 -6.8789
H -4.8514 0.4589 -5.8833
H -4.8873 -1.2753 -5.5926
C -2.2787 -1.7477 5.1301
C -1.7658 -1.7193 3.6820
C -0.7894 -2.8683 3.4673
C -1.1970 -0.3362 3.3966
C -2.0591 0.7568 3.5093
C -1.6088 2.0982 3.5039
C -0.2320 2.3837 3.3996
C 0.2131 3.7775 3.7190
C 0.6274 1.3018 3.1299
C 0.1469 -0.0219 3.1671
H -2.7414 -2.7108 5.3428
H -3.0215 -0.9738 5.3260
H -1.4506 -1.6080 5.8294
H -2.6183 -1.8592 3.0110
H 0.0871 -2.7765 4.1151
H -0.4667 -2.9386 2.4307
H -1.2777 -3.8079 3.7222
H -3.1170 0.5746 3.5792
H -2.3186 2.9002 3.6229
H -0.4771 4.5206 3.3257
H 1.2229 3.9937 3.3801
H 0.2034 3.8730 4.8078
H 1.6890 1.4768 3.0071
H 0.8560 -0.8268 3.1214
C 7.1561 -2.8130 -2.2414
C 5.9194 -2.0437 -1.9067
C 5.8316 -1.2861 -0.7334
C 4.7043 -0.5664 -0.4127
C 4.6952 0.2417 0.8639
C 3.5955 -0.5842 -1.3101
Te 2.0276 0.6915 -0.9446
C 3.6609 -1.3724 -2.4932
C 2.5271 -1.4810 -3.4825
C 4.8182 -2.0710 -2.7658
H 7.9181 -2.7191 -1.4714
H 7.5715 -2.4608 -3.1881
H 6.9221 -3.8707 -2.3778
H 6.6825 -1.2634 -0.0631
H 5.5917 0.0449 1.4476
H 3.8269 0.0067 1.4831
H 4.6653 1.3116 0.6498
H 1.6326 -0.9807 -3.1233
H 2.2826 -2.5268 -3.6678
H 2.8162 -1.0429 -4.4399
H 4.8735 -2.6633 -3.6726